The following is a quantum chemistry calculation of a structure of composition C38H37N7O9PdSSi in a non-equilibrium geometry, from the Open Molecules 2025 dataset.

```
94
C38H37N7O9PdSSi wB97M-V/def2-TZVPD
Pd -1.352 -0.224 -0.832
C 5.195 -3.475 -2.645
C 3.752 -3.459 -2.228
C 2.744 -3.734 -3.149
C 1.412 -3.709 -2.780
C 1.082 -3.407 -1.466
C 2.063 -3.117 -0.528
C 3.392 -3.152 -0.918
S -0.629 -3.385 -1.061
O -1.373 -2.858 -2.168
O -1.040 -4.623 -0.459
N -0.708 -2.136 0.061
C -0.658 -2.229 1.373
C -0.405 -3.391 2.152
C -0.359 -3.308 3.534
C -0.548 -2.107 4.191
C -0.798 -0.909 3.468
C -0.955 0.345 4.085
C -1.166 1.452 3.309
C -1.240 1.297 1.921
N -1.102 0.130 1.328
C -0.869 -0.963 2.073
H 5.292 -3.295 -3.715
H 5.648 -4.444 -2.424
H 5.771 -2.714 -2.119
H 3.006 -3.934 -4.180
H 0.634 -3.883 -3.511
H 1.815 -2.821 0.483
H 4.159 -2.903 -0.195
H -0.260 -4.333 1.647
H -0.165 -4.204 4.107
H -0.498 -2.061 5.271
H -0.899 0.420 5.164
H -1.278 2.437 3.740
H -1.428 2.144 1.270
C -4.165 -1.530 0.241
N -3.522 -0.440 -0.457
C -4.211 0.495 -1.015
C -3.547 1.542 -1.709
C -4.014 2.617 -2.469
C -2.884 3.226 -3.016
C -1.779 2.489 -2.572
N -2.174 1.486 -1.777
C -4.467 -1.259 1.701
C -4.258 -0.023 2.293
C -4.514 0.165 3.647
C -4.982 -0.883 4.422
C -5.204 -2.123 3.833
C -4.949 -2.306 2.485
H -3.486 -2.386 0.199
H -5.078 -1.847 -0.277
H -5.302 0.481 -0.974
H -5.045 2.901 -2.612
H -2.858 4.082 -3.669
H -0.734 2.625 -2.809
H -3.906 0.805 1.691
H -4.350 1.138 4.093
H -5.184 -0.736 5.475
H -5.580 -2.946 4.427
H -5.120 -3.276 2.032
O 6.642 0.189 -0.520
N 6.126 -0.062 -1.594
O 6.747 -0.381 -2.593
C 4.680 -0.021 -1.678
C 3.936 0.254 -0.538
C 2.569 0.239 -0.618
C 1.839 -0.044 -1.817
O 0.586 -0.158 -1.872
C 2.686 -0.242 -2.956
C 4.055 -0.273 -2.889
N 2.077 -0.456 -4.267
O 1.064 0.157 -4.521
O 2.563 -1.321 -4.976
N 1.806 0.490 0.578
O 1.594 1.865 0.882
O 1.989 -0.214 1.591
H 4.427 0.458 0.404
H 4.638 -0.485 -3.774
C -0.195 5.191 -1.086
Si 0.852 4.400 0.243
C 0.038 4.578 1.922
C 2.572 5.126 0.287
C 0.989 2.567 -0.212
H -0.289 6.266 -0.917
H -1.198 4.760 -1.111
H 0.244 5.050 -2.077
H 0.112 5.610 2.270
H 0.527 3.938 2.660
H -1.024 4.325 1.882
H 2.537 6.204 0.458
H 3.089 4.956 -0.660
H 3.173 4.678 1.080
H 1.615 2.485 -1.108
H 0.013 2.130 -0.458
```

HOMO-LUMO gap (spin up / spin down)	6.665 / 4.588	eV
relative energy (zero: lowest compared OMol25 entry of this formula, charge and spin)	0.0	kJ/mol
LUMO energy (spin up / spin down)	-1.1 / -3.2	eV
spin multiplicity	5
<S²>	6.054